A single C2H3ClSi molecule in a non-equilibrium geometry. Source: the OMol25 dataset; level of theory: wB97M-V/def2-TZVPD.

Cartesian coordinates (Å):
C  -0.6255  -0.1486  0.2593
C  -1.7953  -0.0141  0.1844
Si  1.2093  0.0546  -0.0779
Cl  -3.4200  -0.0051  -0.0599
H  1.4507  1.5563  -0.4651
H  1.3497  -0.9754  -1.1034
H  1.8312  -0.4678  1.2626

Atoms 1-3, force components in eV/Å:
C 13.62 -2.98 1.01
C -14.00 3.09 -1.77
Si -1.69 0.61 1.73

Computed properties:
- HOMO level (alpha / beta) (eV) = -4.3104 / -10.1230
- strongest force on any atom (Eh/bohr) = 0.2808
- LUMO (alpha / beta) (eV) = 0.59 / -3.61
- energy relative to the best compared isomer or geometry (same formula, charge and spin) (kJ/mol) = 303.0
- E_tot (eV) = -22514.0846
- spin multiplicity = 3
- HOMO-LUMO gap (alpha / beta) (eV) = 4.9 / 6.5

Table of natural (NBO) atomic charges, one value per atom, all in e:
1. C -0.36
2. C -0.14
3. Si 0.72
4. Cl 0.20
5. H -0.18
6. H -0.13
7. H -0.12